{"formula": "C9H4AsClCrINOS4", "method": "wB97M-V/def2-TZVPD", "symbols": ["Cr", "Cl", "C", "C", "C", "I", "C", "O", "C", "N", "C", "C", "C", "C", "H", "H", "H", "H", "S", "As", "S", "S", "S"], "coordinates": [[-1.7425, 0.6671, 1.4061], [2.8249, -2.5453, -2.8023], [1.3803, -2.0563, -1.9371], [0.1985, -2.6965, -2.1842], [-0.9839, -2.3284, -1.5267], [-2.7564, -3.3249, -1.9647], [-1.0242, -1.2927, -0.5848], [-2.0579, -0.8770, 0.0284], [0.2583, -0.6621, -0.3217], [0.2112, 0.3094, 0.6197], [1.2841, 1.0157, 0.8951], [2.5078, 0.7598, 0.2512], [2.5946, -0.2452, -0.6721], [1.4467, -1.0022, -0.9935], [0.1726, -3.4999, -2.9087], [1.1502, 1.7928, 1.6402], [3.3699, 1.3652, 0.4972], [3.5287, -0.4647, -1.1731], [-1.6019, 3.7524, 0.5137], [-2.5202, 3.1958, 2.3740], [-0.9919, 1.9052, 3.3564], [-3.9175, 1.5226, 1.8742], [-3.3314, 4.7092, 3.6128]], "atomic_forces_ev_per_a": [[0.0, 0.1, -0.1], [0.0, 0.0, 0.0], [0.0, 0.0, 0.0], [0.0, 0.0, 0.0], [0.1, 0.1, 0.0], [0.0, 0.0, 0.0], [-0.1, 0.0, 0.0], [0.0, -0.1, 0.0], [0.0, 0.0, 0.0], [0.0, 0.1, 0.0], [0.0, 0.0, 0.0], [0.0, 0.0, 0.0], [0.0, 0.0, 0.0], [0.0, 0.0, 0.0], [0.0, 0.0, 0.0], [0.0, 0.0, 0.0], [0.0, 0.0, 0.0], [0.0, 0.0, 0.0], [0.0, -0.1, 0.0], [-0.1, 0.0, 0.1], [0.0, -0.1, 0.0], [0.0, 0.1, 0.1], [0.0, 0.0, 0.0]], "charge": -2, "s2": 6.031, "spin_multiplicity": 5, "orbital_gap_ev": [4.68, 4.83], "energy_ha": -6106.46517, "e_above_lowest_kcal_mol": 0.0}